C13H21BrN5O4S | the ωB97M-V functional and the def2-TZVPD basis

## Properties
* HOMO energy: -2.14 eV
* largest force on an atom: 6.63 eV/Å
* total charge: -1

Last column: Löwdin charge in e.
Positions of all 45 atoms, in Å:
O (-0.1145, -2.5859, -2.2554)  -0.20
S (0.8705, -0.8916, -2.0223)  0.71
O (2.0608, -1.2899, -1.2895)  -0.44
O (1.2977, -0.2975, -3.2762)  -0.44
O (-0.0820, 0.4439, -0.9927)  -0.40
C (-1.2654, 0.7444, -1.6581)  -0.39
C (-2.4903, 0.1128, -0.9967)  -0.28
C (-3.1293, -1.0192, -1.7802)  -0.58
Br (-4.8807, -0.5133, -2.5201)  0.53
H (-1.2149, 0.5391, -2.7288)  0.10
H (-1.3773, 1.8218, -1.5651)  0.09
H (-2.1744, -0.2800, -0.0432)  0.09
H (-3.2433, 0.8646, -0.8181)  0.04
H (-2.5139, -1.4121, -2.5696)  0.04
H (-3.3543, -1.8458, -1.1297)  0.04
C (2.5021, -5.0833, -3.5437)  -0.06
C (1.5431, -4.2013, -2.9147)  -0.03
N (0.8114, -3.4617, -2.4074)  -0.05
H (3.4215, -5.1307, -2.9613)  0.08
H (2.1093, -6.1021, -3.6284)  0.08
H (2.7670, -4.7463, -4.5472)  0.08
C (4.5207, 0.3472, -0.2481)  -0.07
C (4.9256, 1.4850, 0.5585)  -0.30
N (5.2441, 2.3794, 1.2031)  0.10
H (3.4382, 0.2111, -0.2402)  0.06
H (4.8213, 0.4714, -1.2857)  0.09
H (4.9685, -0.5755, 0.1182)  0.08
C (-2.6883, 1.8071, 3.0854)  -0.07
C (-3.3798, 0.6317, 2.5930)  -0.28
N (-3.9167, -0.2941, 2.1869)  0.15
H (-1.6719, 1.8485, 2.6971)  0.09
H (-3.1995, 2.7168, 2.7767)  0.06
H (-2.6338, 1.8033, 4.1726)  0.08
C (-5.3875, 5.0235, 1.2873)  -0.08
C (-4.7296, 4.0730, 0.4078)  -0.27
N (-4.2109, 3.3234, -0.2853)  0.17
H (-6.1856, 4.5450, 1.8517)  0.08
H (-4.6834, 5.4501, 1.9993)  0.08
H (-5.8246, 5.8425, 0.7200)  0.08
C (4.9147, -0.6585, 3.7323)  -0.07
C (4.6870, -2.0814, 3.5543)  -0.29
N (4.5153, -3.2050, 3.4142)  0.12
H (5.9760, -0.4392, 3.8293)  0.08
H (4.5370, -0.0804, 2.8913)  0.06
H (4.4201, -0.2906, 4.6289)  0.08

Cartesian forces (eV/Å) of the 3 atoms listed first:
O 0.724 -6.594 -0.153
S -0.302 4.582 0.051
O 1.012 -0.360 1.349